(1)
Formula: C24H54BF4N5O4
Source: OMol25
Level of theory: ωB97M-V with the def2-TZVPD basis set

Summary:
HOMO-LUMO gap	8.27	eV
relative energy (zero: lowest compared OMol25 entry of this formula, charge and spin)	59.5	kcal per mole
charge	0
electronic energy	-52943.1728	eV

Cartesian coordinates (Å):
H -2.26385 -5.35830 -5.65658
F -0.51785 -0.45830 0.89242
C 0.86215 3.05070 4.38342
H 2.61715 5.06070 0.85342
H 4.34515 -0.39330 -2.53058
N -5.70585 -0.60830 0.67442
H -2.76585 3.19170 1.97542
C 3.74215 -3.62630 -0.01858
H 1.01215 3.97770 6.49542
O 2.91515 -1.19830 3.61742
H 3.26515 -3.36430 1.99542
C -1.17585 -2.54130 -6.63458
C -2.29385 -0.48830 -3.43758
C 5.11315 -0.57530 4.30842
C 1.38315 2.98470 5.90242
H -0.65285 0.56370 -2.55858
H -0.55185 2.14170 3.89842
C 3.70515 -0.07830 4.09842
C -2.56085 -4.45630 -6.07758
C 4.32215 -0.10730 -1.63958
B 0.13115 0.74770 1.30642
H 2.69815 1.28870 -1.82458
H -2.81685 -0.52830 -7.06558
H -1.04185 2.87670 0.33142
C -4.79685 -0.75430 1.46242
H 1.15415 2.00570 3.94842
H -3.57685 -4.40930 -6.40858
C 2.98615 0.42570 -1.16658
H -3.96385 4.92370 -0.39658
N -2.02785 -2.64130 5.25542
C 3.95315 3.24670 1.23142
H -0.20185 -0.08030 4.48742
C -1.73585 -3.87230 -7.25758
C -2.86585 3.49070 0.87042
H 0.81315 2.28770 6.54842
H 0.08415 -0.58030 6.17842
H 1.09415 -0.41130 -0.78558
H -0.34485 -2.80530 -6.25358
H -0.67885 -4.53430 -7.57958
H -4.12485 -0.19630 3.44342
H -2.33485 -3.81830 -8.23958
H -0.91085 -0.18530 -5.21558
H 5.08615 0.62670 -1.71358
H -3.25085 5.76870 1.30742
H 5.68615 -0.82730 3.60842
O 2.01015 -0.62630 -1.16258
H -2.03885 -3.48730 -4.13058
H -3.86185 -2.05030 -7.03358
H 1.94415 -3.14330 0.79642
H -3.87385 -1.85030 3.04242
H 2.50115 2.79070 5.83442
N 4.95115 2.77070 1.51342
H -0.94985 -2.03930 -7.64858
C 2.91415 -2.89830 0.98742
H 2.91615 0.63170 -0.13958
H 3.57815 0.73670 3.40942
F 1.32715 0.46470 1.84542
H -2.26285 -0.08330 -1.43958
H -0.86185 -1.04330 -1.75958
H -3.59685 -3.07730 -4.54058
H 4.70415 -0.99630 -0.91958
H -3.82685 -0.85830 -5.74758
C 2.61915 3.96770 0.80942
H -2.85285 -0.83230 2.14642
H 5.23815 -1.42930 4.95942
H 1.15715 3.79670 3.79642
C -0.59785 -0.51530 5.43442
H 3.33715 0.29270 5.14542
H -1.22385 0.11570 5.81642
H 5.68015 0.23370 4.70842
N 4.43715 -3.99630 -0.84658
N -2.12485 -2.01630 -5.69058
C -3.19185 -1.37630 -6.47058
C -2.61785 -3.15930 -5.06558
H 3.05915 -1.76330 1.21742
F -0.67285 1.24270 2.26742
H -4.54385 4.75970 1.37842
O -1.65485 3.64370 0.24842
C -1.44885 -1.00530 -4.75858
C -1.42385 -1.73430 5.25042
H -3.38885 2.75670 0.36242
C -1.37485 -0.22230 -2.20958
O -0.47585 2.92970 4.51242
C -3.69685 -0.92830 2.61042
H -2.79085 -1.32130 -2.95958
F 0.11615 1.62470 0.26742
H -2.95285 0.24770 -3.59358
H 2.15715 3.68270 -0.06658
H -0.54985 -1.50730 -4.42358
H 2.14515 -0.93330 3.26742
C -3.59685 4.83770 0.72642
H 1.85215 3.60670 1.63842

How positive or negative is each atom? The Löwdin charges in e answer that:
1. H 0.090
2. F 0.084
3. C -0.345
4. H 0.072
5. H -0.024
6. N 0.059
7. H 0.132
8. C -0.289
9. H 0.110
10. O -0.069
11. H 0.109
12. C -0.159
13. C -0.172
14. C -0.070
15. C -0.075
16. H 0.102
17. H 0.070
18. C -0.248
19. C -0.084
20. C -0.055
21. B -1.453
22. H 0.123
23. H 0.128
24. H 0.054
25. C -0.207
26. H 0.120
27. H 0.089
28. C -0.292
29. H 0.105
30. N 0.142
31. C -0.235
32. H 0.093
33. C -0.145
34. C -0.381
35. H 0.049
36. H 0.055
37. H 0.073
38. H 0.059
39. H 0.192
40. H 0.138
41. H 0.125
42. H 0.135
43. H 0.066
44. H 0.087
45. H -0.011
46. O -0.133
47. H 0.169
48. H 0.130
49. H 0.027
50. H 0.026
51. H 0.068
52. N 0.111
53. H 0.179
54. C -0.072
55. H 0.070
56. H 0.084
57. F 0.196
58. H 0.135
59. H 0.054
60. H 0.151
61. H 0.130
62. H 0.112
63. C -0.029
64. H -0.028
65. H 0.089
66. H 0.052
67. C -0.010
68. H 0.129
69. H 0.017
70. H 0.077
71. N 0.109
72. N -0.311
73. C 0.021
74. C -0.144
75. H 0.105
76. F 0.167
77. H 0.073
78. O -0.093
79. C -0.036
80. C -0.259
81. H 0.073
82. C -0.086
83. O -0.100
84. C -0.019
85. H 0.091
86. F 0.163
87. H 0.057
88. H 0.022
89. H 0.125
90. H -0.027
91. C -0.111
92. H 0.098

***

(2)
Formula: C42H123N9O15
Source: OMol25
Level of theory: ωB97M-V with the def2-TZVPD basis set

Summary:
HOMO-LUMO gap	9.40	eV
relative energy (zero: lowest compared OMol25 entry of this formula, charge and spin)	114.1	kcal per mole
charge	0
electronic energy	-89662.6977	eV

Cartesian coordinates (Å):
H -1.98675 4.34147 0.30665
H -2.58034 2.89756 3.21337
H 1.39872 1.11349 -1.37647
H -1.43516 -3.64920 -1.68874
O -2.84441 -3.30215 -2.97372
H -8.76562 2.81715 -5.66133
C 3.89019 2.14498 -1.14532
C 7.21368 -4.18808 5.46600
N 1.98255 3.81980 3.53106
H -3.00027 -7.44021 -3.74705
N -3.62417 0.30975 -5.71651
H -3.59648 2.09212 5.16075
H 1.70008 -4.46473 -3.22131
H -0.67016 4.38034 -0.77155
H 0.56161 -1.55763 -1.11052
H -4.82214 -6.69312 -1.79081
H -0.57999 -2.45268 1.71168
C -0.42364 0.74153 4.15606
H -3.61658 1.08377 -3.07849
H 7.63169 -5.01454 4.89125
H -1.44464 0.60730 4.51331
H 2.65096 -0.15643 2.58408
H -2.04020 3.45158 -1.34369
H 3.66989 -1.35421 -3.15464
H -4.72834 -4.24962 -2.85613
H 2.36406 0.09894 1.00770
H 2.64871 6.50960 -0.57383
C 0.55999 -2.16710 -2.01420
C -0.41339 1.36804 2.78616
H 4.87330 -1.35264 1.91497
H -1.26709 3.05518 -4.92709
H -7.75761 2.37304 -7.02684
H 0.30507 2.51350 -4.21759
H 1.33639 2.26482 0.01174
C -0.68631 -3.35976 2.30666
H -6.31540 -2.28080 2.26081
H -3.21308 5.46832 -1.01662
H -1.73528 -3.61498 2.45707
H 0.88627 -2.82322 3.32715
O -0.96066 1.20763 -5.29939
H -0.19717 -4.17671 1.77615
H 7.20085 -4.49402 6.51210
H 2.70510 5.35705 5.50075
H 6.04334 -0.53858 -1.20370
C 4.23432 2.28958 0.39865
H 1.83906 1.33059 -5.17010
H 2.35032 0.99794 -7.62735
H -0.17237 -0.31290 4.04134
O -1.21553 1.28796 0.57983
C 6.03025 -1.32910 -0.45338
C 0.74498 -4.65781 -2.73284
H -1.98425 1.21600 -1.34049
H -4.96090 2.17721 -3.16414
H -5.41110 0.89046 0.54557
N 2.42583 -0.57781 -5.46129
H 0.94704 6.36398 -0.14146
C 2.20860 -0.69045 1.74310
H 3.17541 -2.59501 3.34809
H 5.93529 -1.79330 5.73034
C -1.97799 0.59130 -0.44729
C -3.29391 -1.99903 -2.80079
C 1.58855 5.23761 3.73613
H 3.95299 4.43950 0.30898
O -1.53936 -2.34852 5.76785
H -2.54087 -6.00184 -4.51714
H 2.91700 -3.83097 2.32426
H 3.84566 1.07159 -1.32958
H 5.67637 3.95758 0.56001
H -2.70076 -1.23557 -3.30417
O -5.91473 -1.53036 1.81594
H 3.85722 -0.51594 6.20520
H 6.25353 1.67665 0.26450
H 2.42217 -2.51107 0.52498
C -7.73769 2.79820 -6.02338
H -3.04004 0.46429 -0.23748
O -3.45301 3.28067 3.32857
H 5.15079 0.54330 0.74379
H 6.28364 -2.29468 -0.89104
H -4.23847 -0.98344 0.81246
C 3.20067 -1.27178 5.77420
H 2.29559 -1.22949 -6.22184
H 7.85224 -3.30913 5.37775
H 2.32931 3.83928 2.58265
H -1.43816 -0.29336 -0.78499
H 3.41582 2.04712 1.07641
N 2.62967 -2.88961 2.55092
C 2.93510 -1.77965 -2.47114
H -1.25440 2.10610 -3.42984
H 0.15988 -0.06425 -4.05040
H -0.40940 -0.75895 -5.55051
H 2.44857 6.97931 4.95732
H 1.97184 7.73797 0.38796
H 4.87412 -2.87721 1.16914
H 0.89654 -5.70244 -2.46105
H -5.94815 1.99169 -0.65690
H 2.73910 3.64575 4.17716
H -4.28860 -1.87725 -3.22956
O -2.29858 5.51947 -1.30415
O -0.03789 -2.93254 3.56290
H 6.72406 -2.72356 3.46383
H 0.68740 0.24820 -7.72155
H -4.32933 -2.69498 1.18996
C -3.28140 -6.38945 -3.81752
C 0.58106 -3.68972 -1.55585
H -7.35853 3.81894 -5.97414
C -4.57674 -1.70026 1.56069
H -4.10512 2.60432 1.45791
H 2.45566 -0.74280 5.17986
H 2.62865 -1.75753 6.56473
C -4.76718 0.87898 -4.93037
H -4.24729 1.41407 3.77611
C 4.34897 -1.92230 1.14773
H 0.60520 5.07623 4.17781
C 1.44990 2.15738 -1.06699
C -3.20003 -5.74652 -2.49276
H 0.85174 1.89516 -7.34183
C -1.40751 0.74582 1.87541
H -3.86170 -4.06607 -1.35154
H 0.61409 2.64625 -1.56751
C -2.81239 -1.86857 5.46398
H -0.35946 -1.92236 -2.54601
H -6.34406 2.27746 1.08384
C -3.73373 -4.28503 -2.41163
H -2.14407 -5.68682 -2.22920
H 5.14254 -4.60814 5.00468
C 1.92803 6.66038 0.22990
H -3.38561 1.05033 -6.36050
H -2.77467 -0.78123 5.53000
O 4.01313 -2.14379 5.05621
C 5.83641 -3.77089 4.92944
N 6.05723 -3.48030 3.51659
H -3.98460 -1.46355 2.44468
C 0.01777 0.14248 -5.11114
H 0.37154 1.08328 4.81863
N 5.41854 1.51496 0.80925
C 1.25525 6.01737 2.41131
C -4.12893 2.38554 4.25604
H 0.58943 1.24818 2.37617
O 2.23637 5.96351 1.42369
C 2.64520 5.96838 4.60032
N -0.64314 2.79766 2.94724
H 2.91472 -1.06554 -1.64789
H -0.97913 -2.53925 5.01197
C -0.74511 2.27052 -4.37941
H -0.13678 -4.66670 -3.37356
O 2.66903 2.69849 -1.58602
H -3.44724 -1.85523 -1.73125
H -5.19672 -0.01468 -4.47764
C -4.19461 1.69531 -3.77132
H -3.00640 -2.17684 4.43664
H -3.65239 2.51695 -4.23930
C 5.21183 -2.60719 5.68250
C -5.73843 1.58677 -5.86649
O 4.61611 -1.29719 -0.10764
H 3.24172 -2.79056 -2.20254
H -5.12181 2.80731 4.41224
O -6.87360 2.01433 -5.15617
H 0.25323 3.16521 3.23278
H 2.01235 -1.11350 -4.71151
H 0.99175 7.03594 2.69622
C -5.58676 1.95190 0.37068
H -3.48944 -7.52015 -1.57281
O -4.30482 2.56383 0.51978
H 5.13907 -3.15372 3.25118
H -3.52040 -2.22446 6.21242
C 1.38647 0.49066 -5.69715
H -6.15602 0.89493 -6.59798
H 4.41912 3.76481 1.83707
H 3.66199 6.01227 4.21004
H 6.73662 -0.98080 0.30017
H -0.67327 3.09494 1.98245
C 2.86902 -2.04982 1.40570
C -1.75881 4.32750 -0.75915
N -3.85434 -6.57958 -1.52513
H 5.05760 -2.99384 6.68988
O 1.59503 -1.87309 -2.95289
H -0.90374 -4.69027 -0.63789
H -2.43584 0.88026 2.21092
H 0.36410 5.59955 1.94293
C 4.63278 3.72235 0.76906
H -2.78674 0.25233 -5.15481
H -1.17449 -0.30872 1.72794
N -0.74218 -3.74692 -0.96050
H 4.73069 2.54878 -1.70978
C 1.35045 0.93672 -7.19769
H 1.12635 -0.77780 1.83910
H -5.26383 2.37011 -6.45745
H 1.33990 -3.95812 -0.82085
H -4.23781 -6.34287 -4.33831

Atomic partial charges in e from the Löwdin method, atoms 1 to 99:
1. H 0.079
2. H -0.001
3. H 0.082
4. H 0.024
5. O -0.214
6. H 0.082
7. C -0.168
8. C -0.061
9. N 0.037
10. H 0.079
11. N 0.046
12. H 0.072
13. H 0.071
14. H 0.057
15. H 0.105
16. H 0.076
17. H 0.045
18. C -0.029
19. H 0.057
20. H 0.080
21. H 0.063
22. H 0.090
23. H 0.062
24. H 0.090
25. H 0.129
26. H 0.055
27. H 0.087
28. C -0.155
29. C -0.442
30. H 0.121
31. H 0.097
32. H 0.082
33. H 0.085
34. H 0.074
35. C -0.093
36. H 0.087
37. H 0.072
38. H 0.077
39. H 0.009
40. O -0.231
41. H 0.063
42. H 0.076
43. H 0.068
44. H 0.084
45. C -0.395
46. H 0.115
47. H 0.074
48. H 0.056
49. O -0.188
50. C -0.074
51. C -0.047
52. H 0.052
53. H 0.071
54. H 0.047
55. N 0.056
56. H 0.082
57. C -0.019
58. H 0.048
59. H 0.130
60. C -0.065
61. C -0.111
62. C -0.364
63. H 0.060
64. O -0.136
65. H 0.080
66. H 0.105
67. H 0.092
68. H 0.080
69. H 0.081
70. O -0.096
71. H 0.091
72. H 0.073
73. H 0.122
74. C -0.079
75. H 0.063
76. O -0.148
77. H 0.015
78. H 0.094
79. H 0.047
80. C -0.096
81. H 0.062
82. H 0.076
83. H 0.053
84. H 0.072
85. H 0.106
86. N 0.063
87. C -0.079
88. H 0.058
89. H 0.103
90. H 0.134
91. H 0.074
92. H 0.088
93. H 0.116
94. H 0.073
95. H 0.073
96. H 0.078
97. H 0.087
98. O -0.111
99. O -0.176